Entry from the OMol25 dataset: a cluster of 3 separate species, C4H16N2O2 in total at a distorted geometry (wB97M-V/def2-TZVPD).

## Properties
SMILES   CNCCCN.O.O
Strongest force on any atom   6.9 eV/A
Orbital gap   8.691 eV
Relative energy (zero: lowest compared OMol25 entry of this formula, charge and spin)   3.154 eV
Highest occupied orbital energy   -8.32 eV

Last column: natural (NBO) charge in e.
Element x y z (Å)
C 2.677 0.698 1.035  -0.429
N 2.196 -0.284 -0.018  -0.681
C 1.004 -1.047 0.489  -0.211
C 1.258 -2.108 1.633  -0.431
C 0.043 -2.996 1.797  -0.231
N -1.199 -2.239 2.160  -0.865
H 2.549 0.233 2.171  0.198
H 2.442 1.690 0.913  0.180
H 3.874 0.617 1.149  0.184
H 2.364 0.045 -0.931  0.378
H 0.717 -1.498 -0.463  0.194
H 0.251 -0.353 0.846  0.181
H 2.259 -2.594 1.283  0.228
H 1.639 -1.568 2.635  0.203
H -0.183 -3.732 1.000  0.208
H 0.372 -3.637 2.718  0.170
H -2.045 -2.640 1.878  0.362
H -1.316 -1.972 3.131  0.363
O -1.891 3.715 -1.679  -0.926
H -2.248 2.987 -1.171  0.472
H -1.042 3.526 -1.839  0.457
O -3.211 3.056 -4.502  -0.915
H -3.224 2.163 -4.694  0.448
H -2.464 2.942 -3.891  0.464


Entry from the OMol25 dataset: the molecule C15H13BrN2O2S2 (wB97M-V/def2-TZVPD).

## Properties
SMILES   COc1ccc2c(c1)nc(SCC(=O)c1ccc(Br)s1)n2C
Strongest force on any atom   0.9 eV/A
Orbital gap   8.024 eV
Highest occupied orbital energy   -8.14 eV

Last column: natural (NBO) charge in e.
Element x y z (Å)
C 3.333 2.825 -2.125  -0.251
O 2.754 1.543 -2.173  -0.498
C 1.497 1.366 -1.678  0.297
C 0.704 2.408 -1.169  -0.297
C -0.555 2.175 -0.653  -0.235
C -1.013 0.869 -0.646  0.137
C -0.227 -0.189 -1.164  0.099
C 1.033 0.058 -1.689  -0.254
N -0.889 -1.373 -0.983  -0.462
C -2.001 -1.059 -0.385  0.212
S -3.171 -2.236 0.183  0.266
C -2.393 -2.685 1.794  -0.603
C -1.009 -3.245 1.559  0.534
O -0.816 -4.418 1.345  -0.517
C 0.086 -2.276 1.563  -0.316
C 1.336 -2.492 1.039  -0.154
C 2.174 -1.369 1.098  -0.289
C 1.552 -0.306 1.685  -0.301
Br 2.267 1.399 1.949  0.125
S -0.060 -0.658 2.180  0.461
N -2.156 0.281 -0.160  -0.383
C -3.258 0.947 0.468  -0.414
H 4.335 2.707 -2.533  0.201
H 3.403 3.195 -1.097  0.175
H 2.778 3.543 -2.737  0.174
H 1.079 3.418 -1.166  0.221
H -1.147 2.986 -0.257  0.217
H 1.645 -0.735 -2.082  0.236
H -3.049 -3.457 2.193  0.259
H -2.392 -1.803 2.434  0.220
H 1.611 -3.434 0.601  0.247
H 3.179 -1.332 0.720  0.241
H -4.023 0.209 0.710  0.236
H -3.681 1.693 -0.207  0.209
H -2.928 1.445 1.383  0.205


Entry from the OMol25 dataset: a structure of composition C36H30BrIrN2P2Te (wB97M-V/def2-TZVPD).

## Properties
<S²>   8.801
Charge   +1
Strongest force on any atom   0.8 eV/A
Orbital gap (alpha / beta)   6.558 / 6.482 eV
Relative energy (zero: lowest compared OMol25 entry of this formula, charge and spin)   0.285 eV
Multiplicity   6
Highest occupied orbital energy (alpha / beta)   -9.11 / -11.09 eV

Last column: Mulliken spin population.
Element x y z (Å)
Ir -1.400 -0.120 -1.453  2.132
Te 2.883 -0.326 1.170  0.355
C 2.498 0.876 2.861  0.000
C 2.340 2.244 2.690  -0.006
C 2.163 3.029 3.820  0.003
N 2.147 2.546 5.057  0.007
C 2.315 1.239 5.206  0.004
C 2.494 0.359 4.146  0.014
C 1.170 0.026 0.133  0.663
P 1.084 -0.233 -1.666  0.123
C 1.007 1.396 -2.465  0.274
C 1.509 1.563 -3.725  -0.127
C 1.365 2.780 -4.412  0.400
C 0.748 3.881 -3.773  -0.090
C 0.206 3.751 -2.538  0.348
C 0.100 2.429 -1.850  -0.003
C 2.678 -0.927 -2.160  0.032
C 2.744 -2.282 -2.481  0.032
C 3.963 -2.862 -2.802  0.009
C 5.115 -2.087 -2.803  0.000
C 5.053 -0.738 -2.483  0.003
C 3.839 -0.153 -2.157  0.022
P -0.515 -0.376 0.692  0.008
C -0.559 -2.104 1.259  -0.065
C -1.698 -2.539 1.944  0.083
C -1.855 -3.876 2.270  -0.011
C -0.890 -4.801 1.895  0.024
C 0.228 -4.383 1.192  -0.019
C 0.394 -3.043 0.872  0.055
C -0.913 0.668 2.111  0.013
C -0.960 0.206 3.423  0.020
C -1.266 1.079 4.456  0.001
C -1.507 2.418 4.189  0.008
C -1.451 2.887 2.884  0.002
C -1.170 2.014 1.848  0.024
H 2.354 2.699 1.708  -0.006
H 2.036 4.101 3.721  -0.001
H 2.303 0.865 6.223  0.000
H 2.622 -0.699 4.336  -0.004
H 2.066 0.763 -4.201  0.014
H 1.784 2.890 -5.402  0.020
H 0.728 4.841 -4.273  0.001
H -0.241 4.603 -2.041  0.013
H 0.331 2.542 -0.783  0.063
H 1.840 -2.879 -2.488  0.001
H 4.010 -3.911 -3.060  0.000
H 6.065 -2.536 -3.057  0.000
H 5.953 -0.138 -2.490  0.000
H 3.791 0.900 -1.915  -0.005
H -2.461 -1.826 2.239  0.010
H -2.731 -4.195 2.820  0.000
H -1.013 -5.846 2.148  0.001
H 0.979 -5.101 0.888  -0.001
H 1.267 -2.739 0.310  0.013
H -0.739 -0.829 3.648  0.003
H -1.306 0.713 5.473  0.000
H -1.740 3.098 4.998  0.000
H -1.630 3.933 2.675  0.000
H -1.153 2.376 0.828  0.018
C -1.383 1.917 -1.948  0.365
H -2.030 2.487 -1.276  -0.004
H -1.735 2.057 -2.976  0.012
Br -7.832 -1.635 -2.504  0.003
C -5.984 -1.444 -2.270  0.021
C -5.189 -0.997 -3.317  -0.008
C -3.837 -0.854 -3.094  0.022
N -3.260 -1.120 -1.911  0.090
C -4.035 -1.582 -0.919  0.041
C -5.397 -1.757 -1.053  -0.003
H -5.610 -0.764 -4.283  0.001
H -3.176 -0.516 -3.882  -0.005
H -3.527 -1.826 0.005  -0.014
H -5.981 -2.134 -0.227  0.000


Entry from the OMol25 dataset: a cluster of 2 separate species, C7H9NO4S2 in total at a distorted geometry (wB97M-V/def2-TZVPD).

## Properties
Strongest force on any atom   4.0 eV/A
Orbital gap   9.501 eV
Relative energy (zero: lowest compared OMol25 entry of this formula, charge and spin)   1.653 eV
Highest occupied orbital energy   -8.99 eV

Last column: natural (NBO) charge in e.
Element x y z (Å)
C -3.704 1.723 0.502  -0.253
C -2.452 1.102 0.688  -0.232
C -4.492 1.113 -0.406  -0.387
C -2.311 0.006 -0.133  -0.494
C 2.131 -2.433 -0.068  0.774
C 3.530 1.307 -0.704  -0.412
C 2.344 -0.784 -0.027  0.196
N 2.933 -0.014 -0.887  -0.498
O 0.997 -2.787 0.215  -0.739
O 3.168 -2.997 -0.224  -0.640
O -1.386 -1.525 1.536  -0.896
O 0.207 -0.147 -0.019  -0.951
S -3.673 -0.208 -1.175  0.457
S -0.911 -1.117 0.009  1.593
H -3.922 2.664 1.004  0.229
H -1.702 1.404 1.430  0.242
H -5.462 1.214 -0.730  0.230
H 4.438 1.289 -1.426  0.220
H 2.756 1.951 -0.898  0.212
H 3.925 1.430 0.333  0.220
H 2.363 -0.630 1.071  0.212
H -1.449 -2.446 1.752  0.518
H 2.670 -0.115 -1.843  0.400


What did the second record say?
Entry from the OMol25 dataset: the molecule C15H13BrN2O2S2 (wB97M-V/def2-TZVPD).

## Properties
SMILES   COc1ccc2c(c1)nc(SCC(=O)c1ccc(Br)s1)n2C
Strongest force on any atom   0.9 eV/A
Orbital gap   8.024 eV
Highest occupied orbital energy   -8.14 eV

Last column: natural (NBO) charge in e.
Element x y z (Å)
C 3.333 2.825 -2.125  -0.251
O 2.754 1.543 -2.173  -0.498
C 1.497 1.366 -1.678  0.297
C 0.704 2.408 -1.169  -0.297
C -0.555 2.175 -0.653  -0.235
C -1.013 0.869 -0.646  0.137
C -0.227 -0.189 -1.164  0.099
C 1.033 0.058 -1.689  -0.254
N -0.889 -1.373 -0.983  -0.462
C -2.001 -1.059 -0.385  0.212
S -3.171 -2.236 0.183  0.266
C -2.393 -2.685 1.794  -0.603
C -1.009 -3.245 1.559  0.534
O -0.816 -4.418 1.345  -0.517
C 0.086 -2.276 1.563  -0.316
C 1.336 -2.492 1.039  -0.154
C 2.174 -1.369 1.098  -0.289
C 1.552 -0.306 1.685  -0.301
Br 2.267 1.399 1.949  0.125
S -0.060 -0.658 2.180  0.461
N -2.156 0.281 -0.160  -0.383
C -3.258 0.947 0.468  -0.414
H 4.335 2.707 -2.533  0.201
H 3.403 3.195 -1.097  0.175
H 2.778 3.543 -2.737  0.174
H 1.079 3.418 -1.166  0.221
H -1.147 2.986 -0.257  0.217
H 1.645 -0.735 -2.082  0.236
H -3.049 -3.457 2.193  0.259
H -2.392 -1.803 2.434  0.220
H 1.611 -3.434 0.601  0.247
H 3.179 -1.332 0.720  0.241
H -4.023 0.209 0.710  0.236
H -3.681 1.693 -0.207  0.209
H -2.928 1.445 1.383  0.205